1.
{"formula": "C17H36INO2", "method": "wB97M-V/def2-TZVPD", "energy_ev": -31894.5640, "e_homo_ev": -8.3, "elements": ["C", "H", "H", "H", "C", "H", "H", "H", "C", "N", "H", "C", "O", "C", "H", "H", "C", "O", "C", "H", "H", "H", "H", "C", "H", "C", "H", "H", "H", "H", "C", "C", "H", "H", "H", "C", "H", "H", "H", "C", "C", "H", "H", "H", "C", "H", "H", "I", "H", "C", "H", "H", "H", "C", "H", "H", "H"], "xyz": [[-5.470, 4.073, -3.929], [-5.002, 4.605, -3.109], [-2.448, 1.318, -0.589], [1.227, -2.139, 3.913], [1.204, -3.174, 4.260], [-6.116, 4.719, -4.512], [-1.831, 0.722, 1.719], [3.792, -4.355, 1.298], [-3.337, 5.278, -5.373], [-1.969, 5.282, -4.935], [-3.729, 2.869, -4.139], [-1.503, 3.058, 0.230], [-3.960, 6.250, -5.423], [1.581, -0.602, -0.147], [-1.175, -0.391, 0.544], [-6.117, 3.324, -3.474], [0.299, 0.847, 1.517], [-3.826, 4.111, -5.807], [4.204, -6.648, 2.821], [1.728, -1.384, 0.602], [3.597, -2.584, 2.964], [4.535, -3.919, 3.588], [0.455, 0.100, 2.302], [3.523, -3.625, 3.294], [0.696, -0.850, -0.734], [-0.690, 3.338, -4.001], [4.965, -6.541, 2.046], [-4.945, 2.488, -5.297], [4.040, -7.714, 2.987], [2.144, -6.122, 3.175], [1.454, 0.766, 0.519], [-1.462, 1.599, -0.208], [0.336, 1.819, 2.018], [3.066, -3.087, 5.315], [2.439, -0.616, -0.821], [-1.692, 4.274, -3.928], [-2.385, 4.241, -3.088], [1.351, 1.539, -0.248], [0.687, -3.775, 3.509], [3.067, -4.477, 2.109], [2.903, -5.967, 2.404], [2.384, 0.984, 1.049], [0.609, -3.209, 5.173], [-0.526, 3.405, 0.569], [-1.091, 0.634, 0.918], [-1.802, 3.684, -0.613], [0.157, 3.376, -3.325], [-1.574, 7.127, -4.046], [-0.754, 2.512, -4.700], [2.616, -3.690, 4.522], [4.599, -6.230, 3.748], [2.568, -4.712, 4.907], [-0.769, 1.493, -1.047], [-4.474, 3.322, -4.795], [2.119, -4.089, 1.725], [-2.222, 3.197, 1.040], [2.527, -6.458, 1.502]]}


2.
{"formula": "C17H36N3O11PS", "method": "wB97M-V/def2-TZVPD", "smiles": "O=C(O)N(CCSc1nnco1)P(O)O.COCCOCCOC.COCCOCCOC", "energy_ev": -65322.6015, "e_homo_ev": -8.6, "elements": ["C", "H", "H", "H", "O", "O", "C", "H", "C", "H", "H", "C", "H", "H", "C", "S", "C", "N", "H", "O", "C", "C", "C", "C", "O", "P", "N", "H", "H", "C", "H", "H", "H", "C", "H", "H", "C", "H", "H", "H", "O", "H", "H", "H", "H", "C", "H", "O", "H", "H", "C", "O", "C", "H", "C", "H", "H", "H", "H", "H", "O", "H", "O", "H", "O", "N", "H", "H", "O"], "xyz": [[1.106, -1.417, 1.833], [-3.469, -1.391, -0.003], [-3.159, 0.282, -3.485], [-4.865, -1.687, -5.112], [3.090, -3.391, -0.817], [2.907, 2.094, 0.191], [-3.905, -1.372, -4.689], [4.567, 4.790, 0.773], [-0.367, 4.026, 2.794], [1.706, -0.510, 1.939], [2.256, -5.127, -0.221], [-3.950, -3.669, -4.061], [-0.321, 4.533, 1.778], [3.811, 2.152, 0.574], [5.107, -2.305, 0.204], [-1.807, 2.816, 2.682], [2.653, -4.226, 0.257], [2.105, 3.334, 2.276], [0.672, -3.416, 0.519], [0.896, 1.626, 1.141], [1.542, -3.655, 1.138], [-3.047, 3.755, 1.683], [-3.546, -0.689, -0.842], [5.896, -3.923, 1.762], [4.992, -2.864, 1.507], [2.488, 4.963, 1.692], [-3.685, 3.457, 0.446], [-0.910, 0.469, -2.351], [-0.685, 4.784, 3.601], [3.743, -2.169, -0.483], [0.399, -1.469, 2.662], [0.571, -1.352, 0.881], [-5.628, -1.069, -1.055], [0.996, 3.322, 3.272], [-3.557, -4.212, -4.925], [1.242, -4.420, 1.863], [1.932, 2.355, 1.202], [6.071, -4.537, 0.873], [5.455, -4.565, 2.527], [-2.067, 1.290, -1.297], [-3.391, 4.987, 2.281], [2.795, 6.830, 2.908], [-4.663, -2.115, -2.051], [3.082, -1.513, 0.076], [6.842, -3.523, 2.139], [-1.493, 0.367, -1.429], [0.790, 2.258, 3.667], [-3.297, -2.418, -3.940], [5.778, -2.895, -0.429], [3.501, -4.562, 0.851], [-4.295, 5.516, 1.319], [-2.326, -0.773, -1.567], [-4.745, -1.087, -1.702], [-0.807, 0.225, -0.594], [-4.106, -0.108, -3.845], [-3.229, -1.138, -5.516], [1.363, 3.909, 4.195], [5.541, -1.307, 0.321], [-3.707, 0.313, -0.432], [-5.036, -3.559, -4.143], [3.652, 4.944, 0.440], [-4.508, 0.658, -4.520], [1.988, -2.528, 1.882], [3.922, -1.666, -1.441], [-5.055, -0.211, -2.787], [-4.456, 4.588, 0.249], [-4.748, 6.541, 1.483], [-3.741, -4.246, -3.157], [3.117, 5.901, 3.014]]}


3.
{"formula": "C17H36N4O3Si2", "method": "wB97M-V/def2-TZVPD", "energy_ev": -46068.9230, "e_homo_ev": -9.3, "elements": ["H", "H", "C", "O", "C", "H", "Si", "C", "H", "N", "C", "C", "H", "C", "C", "C", "C", "H", "N", "H", "H", "N", "H", "H", "C", "H", "C", "H", "H", "O", "H", "H", "H", "H", "C", "H", "H", "H", "H", "H", "H", "H", "C", "H", "H", "H", "C", "H", "Si", "H", "H", "H", "H", "N", "C", "H", "O", "C", "H", "C", "H", "H"], "xyz": [[-2.307, 1.493, -1.234], [1.927, 3.930, -0.874], [4.502, -1.361, 0.245], [3.214, 2.349, -0.489], [3.082, 0.453, -2.149], [1.191, 2.270, -1.237], [-1.402, 1.627, 1.074], [-2.263, -0.629, -0.635], [-7.343, -5.439, 1.575], [-5.119, -2.652, 1.769], [3.604, 1.945, -1.814], [2.792, 6.791, 0.864], [5.340, -0.737, -0.180], [4.243, 6.490, 0.690], [1.840, 2.852, -0.506], [5.173, -3.732, -3.506], [-3.860, -0.552, -0.806], [-1.800, 3.054, 1.022], [4.522, -4.223, -2.678], [6.022, -2.019, -4.436], [2.405, 2.705, 2.162], [-8.367, -2.905, 3.216], [4.143, -0.886, 1.211], [-7.527, -5.983, 3.256], [6.008, -3.101, -4.569], [0.580, 4.104, 1.610], [-5.899, -0.768, 3.471], [4.734, 2.029, -1.929], [4.634, 6.022, 1.594], [0.216, 1.444, 1.672], [3.599, -1.968, -1.704], [-0.597, 0.860, -1.160], [4.381, 5.812, -0.152], [-1.901, -1.159, -1.579], [-1.854, -1.554, 0.591], [5.595, -3.335, -5.551], [-4.274, -1.537, -1.183], [3.829, -0.132, -2.757], [7.028, -3.481, -4.512], [4.791, 7.413, 0.500], [2.508, -2.157, -0.228], [-2.637, -1.468, 1.396], [-8.206, -4.005, 2.881], [-2.357, 0.987, 2.011], [2.133, 0.581, -2.771], [-6.958, -0.886, 3.699], [-5.465, -1.829, 2.514], [-0.799, -1.413, 0.962], [1.207, 2.812, 1.298], [-4.376, -0.218, 0.138], [3.163, 2.682, -2.567], [4.831, -2.434, 0.451], [-5.325, -0.845, 4.394], [1.657, 7.035, 0.999], [3.253, -1.480, -0.750], [-8.949, -5.873, 2.197], [2.710, -0.156, -0.906], [-1.599, 0.817, -0.642], [-1.914, -2.631, 0.215], [-7.993, -5.415, 2.450], [-4.031, 0.191, -1.653], [-5.735, 0.217, 3.030]]}


Please write out number 2 again, unchanged.
{"formula": "C17H36N3O11PS", "method": "wB97M-V/def2-TZVPD", "smiles": "O=C(O)N(CCSc1nnco1)P(O)O.COCCOCCOC.COCCOCCOC", "energy_ev": -65322.6015, "e_homo_ev": -8.6, "elements": ["C", "H", "H", "H", "O", "O", "C", "H", "C", "H", "H", "C", "H", "H", "C", "S", "C", "N", "H", "O", "C", "C", "C", "C", "O", "P", "N", "H", "H", "C", "H", "H", "H", "C", "H", "H", "C", "H", "H", "H", "O", "H", "H", "H", "H", "C", "H", "O", "H", "H", "C", "O", "C", "H", "C", "H", "H", "H", "H", "H", "O", "H", "O", "H", "O", "N", "H", "H", "O"], "xyz": [[1.106, -1.417, 1.833], [-3.469, -1.391, -0.003], [-3.159, 0.282, -3.485], [-4.865, -1.687, -5.112], [3.090, -3.391, -0.817], [2.907, 2.094, 0.191], [-3.905, -1.372, -4.689], [4.567, 4.790, 0.773], [-0.367, 4.026, 2.794], [1.706, -0.510, 1.939], [2.256, -5.127, -0.221], [-3.950, -3.669, -4.061], [-0.321, 4.533, 1.778], [3.811, 2.152, 0.574], [5.107, -2.305, 0.204], [-1.807, 2.816, 2.682], [2.653, -4.226, 0.257], [2.105, 3.334, 2.276], [0.672, -3.416, 0.519], [0.896, 1.626, 1.141], [1.542, -3.655, 1.138], [-3.047, 3.755, 1.683], [-3.546, -0.689, -0.842], [5.896, -3.923, 1.762], [4.992, -2.864, 1.507], [2.488, 4.963, 1.692], [-3.685, 3.457, 0.446], [-0.910, 0.469, -2.351], [-0.685, 4.784, 3.601], [3.743, -2.169, -0.483], [0.399, -1.469, 2.662], [0.571, -1.352, 0.881], [-5.628, -1.069, -1.055], [0.996, 3.322, 3.272], [-3.557, -4.212, -4.925], [1.242, -4.420, 1.863], [1.932, 2.355, 1.202], [6.071, -4.537, 0.873], [5.455, -4.565, 2.527], [-2.067, 1.290, -1.297], [-3.391, 4.987, 2.281], [2.795, 6.830, 2.908], [-4.663, -2.115, -2.051], [3.082, -1.513, 0.076], [6.842, -3.523, 2.139], [-1.493, 0.367, -1.429], [0.790, 2.258, 3.667], [-3.297, -2.418, -3.940], [5.778, -2.895, -0.429], [3.501, -4.562, 0.851], [-4.295, 5.516, 1.319], [-2.326, -0.773, -1.567], [-4.745, -1.087, -1.702], [-0.807, 0.225, -0.594], [-4.106, -0.108, -3.845], [-3.229, -1.138, -5.516], [1.363, 3.909, 4.195], [5.541, -1.307, 0.321], [-3.707, 0.313, -0.432], [-5.036, -3.559, -4.143], [3.652, 4.944, 0.440], [-4.508, 0.658, -4.520], [1.988, -2.528, 1.882], [3.922, -1.666, -1.441], [-5.055, -0.211, -2.787], [-4.456, 4.588, 0.249], [-4.748, 6.541, 1.483], [-3.741, -4.246, -3.157], [3.117, 5.901, 3.014]]}


Please write out number 3 again, unchanged.
{"formula": "C17H36N4O3Si2", "method": "wB97M-V/def2-TZVPD", "energy_ev": -46068.9230, "e_homo_ev": -9.3, "elements": ["H", "H", "C", "O", "C", "H", "Si", "C", "H", "N", "C", "C", "H", "C", "C", "C", "C", "H", "N", "H", "H", "N", "H", "H", "C", "H", "C", "H", "H", "O", "H", "H", "H", "H", "C", "H", "H", "H", "H", "H", "H", "H", "C", "H", "H", "H", "C", "H", "Si", "H", "H", "H", "H", "N", "C", "H", "O", "C", "H", "C", "H", "H"], "xyz": [[-2.307, 1.493, -1.234], [1.927, 3.930, -0.874], [4.502, -1.361, 0.245], [3.214, 2.349, -0.489], [3.082, 0.453, -2.149], [1.191, 2.270, -1.237], [-1.402, 1.627, 1.074], [-2.263, -0.629, -0.635], [-7.343, -5.439, 1.575], [-5.119, -2.652, 1.769], [3.604, 1.945, -1.814], [2.792, 6.791, 0.864], [5.340, -0.737, -0.180], [4.243, 6.490, 0.690], [1.840, 2.852, -0.506], [5.173, -3.732, -3.506], [-3.860, -0.552, -0.806], [-1.800, 3.054, 1.022], [4.522, -4.223, -2.678], [6.022, -2.019, -4.436], [2.405, 2.705, 2.162], [-8.367, -2.905, 3.216], [4.143, -0.886, 1.211], [-7.527, -5.983, 3.256], [6.008, -3.101, -4.569], [0.580, 4.104, 1.610], [-5.899, -0.768, 3.471], [4.734, 2.029, -1.929], [4.634, 6.022, 1.594], [0.216, 1.444, 1.672], [3.599, -1.968, -1.704], [-0.597, 0.860, -1.160], [4.381, 5.812, -0.152], [-1.901, -1.159, -1.579], [-1.854, -1.554, 0.591], [5.595, -3.335, -5.551], [-4.274, -1.537, -1.183], [3.829, -0.132, -2.757], [7.028, -3.481, -4.512], [4.791, 7.413, 0.500], [2.508, -2.157, -0.228], [-2.637, -1.468, 1.396], [-8.206, -4.005, 2.881], [-2.357, 0.987, 2.011], [2.133, 0.581, -2.771], [-6.958, -0.886, 3.699], [-5.465, -1.829, 2.514], [-0.799, -1.413, 0.962], [1.207, 2.812, 1.298], [-4.376, -0.218, 0.138], [3.163, 2.682, -2.567], [4.831, -2.434, 0.451], [-5.325, -0.845, 4.394], [1.657, 7.035, 0.999], [3.253, -1.480, -0.750], [-8.949, -5.873, 2.197], [2.710, -0.156, -0.906], [-1.599, 0.817, -0.642], [-1.914, -2.631, 0.215], [-7.993, -5.415, 2.450], [-4.031, 0.191, -1.653], [-5.735, 0.217, 3.030]]}


Copy entry 1 word for word.
{"formula": "C17H36INO2", "method": "wB97M-V/def2-TZVPD", "energy_ev": -31894.5640, "e_homo_ev": -8.3, "elements": ["C", "H", "H", "H", "C", "H", "H", "H", "C", "N", "H", "C", "O", "C", "H", "H", "C", "O", "C", "H", "H", "H", "H", "C", "H", "C", "H", "H", "H", "H", "C", "C", "H", "H", "H", "C", "H", "H", "H", "C", "C", "H", "H", "H", "C", "H", "H", "I", "H", "C", "H", "H", "H", "C", "H", "H", "H"], "xyz": [[-5.470, 4.073, -3.929], [-5.002, 4.605, -3.109], [-2.448, 1.318, -0.589], [1.227, -2.139, 3.913], [1.204, -3.174, 4.260], [-6.116, 4.719, -4.512], [-1.831, 0.722, 1.719], [3.792, -4.355, 1.298], [-3.337, 5.278, -5.373], [-1.969, 5.282, -4.935], [-3.729, 2.869, -4.139], [-1.503, 3.058, 0.230], [-3.960, 6.250, -5.423], [1.581, -0.602, -0.147], [-1.175, -0.391, 0.544], [-6.117, 3.324, -3.474], [0.299, 0.847, 1.517], [-3.826, 4.111, -5.807], [4.204, -6.648, 2.821], [1.728, -1.384, 0.602], [3.597, -2.584, 2.964], [4.535, -3.919, 3.588], [0.455, 0.100, 2.302], [3.523, -3.625, 3.294], [0.696, -0.850, -0.734], [-0.690, 3.338, -4.001], [4.965, -6.541, 2.046], [-4.945, 2.488, -5.297], [4.040, -7.714, 2.987], [2.144, -6.122, 3.175], [1.454, 0.766, 0.519], [-1.462, 1.599, -0.208], [0.336, 1.819, 2.018], [3.066, -3.087, 5.315], [2.439, -0.616, -0.821], [-1.692, 4.274, -3.928], [-2.385, 4.241, -3.088], [1.351, 1.539, -0.248], [0.687, -3.775, 3.509], [3.067, -4.477, 2.109], [2.903, -5.967, 2.404], [2.384, 0.984, 1.049], [0.609, -3.209, 5.173], [-0.526, 3.405, 0.569], [-1.091, 0.634, 0.918], [-1.802, 3.684, -0.613], [0.157, 3.376, -3.325], [-1.574, 7.127, -4.046], [-0.754, 2.512, -4.700], [2.616, -3.690, 4.522], [4.599, -6.230, 3.748], [2.568, -4.712, 4.907], [-0.769, 1.493, -1.047], [-4.474, 3.322, -4.795], [2.119, -4.089, 1.725], [-2.222, 3.197, 1.040], [2.527, -6.458, 1.502]]}